Entry from the Open Molecules 2025 dataset: C50H51BBrMnN3O4 as an isolated structure at a distorted geometry (ωB97M-V/def2-TZVPD).

CARTESIAN COORDINATES (ANGSTROEM)
Mn: -0.0221 0.0580 0.4676
C: -1.0262 -3.2785 1.0038
O: 0.1541 -2.4851 0.9348
C: 1.3531 -3.0344 1.2130
C: 1.6027 -4.3307 1.6188
C: 2.9161 -4.7395 1.8835
Br: 3.2359 -6.5198 2.4306
C: 3.9687 -3.8677 1.7586
C: 3.7163 -2.5455 1.3542
C: 2.4257 -2.1200 1.0665
O: 2.0960 -0.8795 0.6711
C: 4.8144 -1.5486 1.2543
N: 4.6148 -0.3081 0.8605
C: 5.8574 0.3145 0.9401
C: 6.2081 1.6328 0.6573
C: 7.5274 1.9879 0.8404
C: 8.4804 1.0561 1.2945
C: 8.1440 -0.2517 1.5783
C: 6.8094 -0.6046 1.3911
N: 6.1194 -1.7965 1.5828
H: -1.1808 -3.6266 2.0281
H: -0.9459 -4.1118 0.3013
H: -1.8302 -2.6045 0.7168
H: 0.7886 -5.0306 1.7403
H: 4.9706 -4.2144 1.9677
H: 2.9197 -0.3044 0.6296
H: 5.4640 2.3379 0.3119
H: 7.8396 3.0026 0.6352
H: 9.5051 1.3765 1.4274
H: 8.8813 -0.9620 1.9284
H: 6.4898 -2.6533 1.9502
C: -6.0576 1.6502 4.1940
C: -4.7485 1.6748 4.6595
C: -3.6980 1.3590 3.8141
C: -3.9279 1.0005 2.4853
C: -5.2440 1.0102 2.0256
C: -6.3008 1.3221 2.8679
C: -2.8228 0.6686 1.5496
C: -1.6696 0.0337 1.8031
C: -1.4395 -0.7118 3.0697
C: -0.2101 -0.6531 3.7307
C: 0.0585 -1.4375 4.8427
C: -0.8935 -2.3257 5.3252
C: -2.1186 -2.4139 4.6740
C: -2.3811 -1.6219 3.5682
H: -6.8773 1.8997 4.8559
H: -4.5434 1.9509 5.6856
H: -2.6801 1.4000 4.1761
H: -5.4325 0.7606 0.9878
H: -7.3141 1.3131 2.4871
H: -2.9827 1.0502 0.5423
H: 0.5443 0.0335 3.3708
H: 1.0233 -1.3562 5.3280
H: -0.6854 -2.9420 6.1900
H: -2.8779 -3.0988 5.0314
H: -3.3334 -1.7083 3.0570
C: -0.4783 2.6286 -2.6110
C: 1.0512 2.6527 -2.5683
C: 1.6626 1.2619 -2.7723
C: 1.5834 3.3635 -1.3350
C: 2.2052 4.5844 -1.5158
C: 2.7272 5.3308 -0.4686
C: 2.6251 4.7849 0.8037
C: 2.0226 3.5647 1.0574
C: 1.9990 3.0882 2.4941
C: 2.7473 1.7673 2.6874
C: 0.5850 3.0565 3.0811
C: 1.4270 2.8173 -0.0142
N: 0.7511 1.6865 0.2005
H: -0.8462 2.0862 -3.4861
H: -0.8709 3.6478 -2.6505
H: -0.8842 2.1606 -1.7195
H: 1.3826 3.2594 -3.4216
H: 1.4765 0.6091 -1.9179
H: 2.7448 1.3467 -2.9048
H: 1.2471 0.7838 -3.6605
H: 2.2787 4.9617 -2.5322
H: 3.2022 6.2868 -0.6368
H: 3.0443 5.3208 1.6501
H: 2.5653 3.8404 3.0558
H: 2.3519 0.9978 2.0259
H: 2.6705 1.4232 3.7203
H: 3.8062 1.8963 2.4529
H: -0.0819 2.4541 2.4684
H: 0.1767 4.0681 3.1216
H: 0.5845 2.6486 4.0949
C: -4.2580 -2.0161 -7.4035
C: -4.6382 -1.5915 -5.9865
C: -5.6453 -2.6048 -5.4303
C: -5.3079 -0.2142 -6.0665
C: -3.4261 -1.5258 -5.0573
C: -2.1640 -1.9699 -5.4414
C: -1.0548 -1.9067 -4.5880
C: -1.2529 -1.3877 -3.3332
O: -0.3628 -1.1880 -2.3292
B: -1.0825 -0.5450 -1.2506
O: -2.4362 -0.4677 -1.6659
C: -2.5060 -0.9484 -2.9370
C: -3.5972 -1.0030 -3.7644
H: -5.1509 -2.0275 -8.0312
H: -3.8274 -3.0175 -7.4273
H: -3.5406 -1.3273 -7.8509
H: -6.5305 -2.6603 -6.0680
H: -5.9686 -2.3262 -4.4275
H: -5.2012 -3.5995 -5.3728
H: -6.1120 -0.2286 -6.8050
H: -4.5882 0.5522 -6.3564
H: -5.7411 0.0820 -5.1119
H: -2.0135 -2.3690 -6.4330
H: -0.0796 -2.2459 -4.9072
H: -4.5565 -0.6484 -3.4142

Calculated values
**Spin multiplicity**: 5
**HOMO-LUMO gap (spin up / spin down)**: 5.094 / 5.698 eV
**E_LUMO (spin up / spin down)**: 1.94 / 1.94 eV
**Net charge**: -1

Entry from the Open Molecules 2025 dataset: a 7-piece molecular cluster, C26H42O19S overall at a distorted geometry (ωB97M-V/def2-TZVPD).

CARTESIAN COORDINATES (ANGSTROEM)
C: 13.8913 27.8578 19.8858
C: 14.8911 28.1514 20.9831
C: 14.2965 28.4008 22.3867
O: 14.9966 27.5007 23.2304
C: 15.9245 26.8196 22.5263
O: 16.7285 26.0846 22.9896
O: 15.7920 27.0687 21.2021
H: 13.0373 28.5369 19.9857
H: 13.4798 26.8508 19.9279
H: 14.3270 28.0901 18.9150
H: 15.4635 29.0266 20.6621
H: 13.2250 28.1977 22.3836
H: 14.4460 29.4292 22.6991
C: 4.9732 32.1606 16.1334
C: 6.4300 32.2071 16.4897
C: 7.0540 33.6010 16.6100
O: 7.8112 33.5374 17.8157
C: 7.5650 32.3757 18.4670
O: 8.0985 32.0498 19.4756
O: 6.6130 31.6771 17.8307
H: 4.3827 32.4662 16.9943
H: 4.6458 31.1853 15.7789
H: 4.7959 32.8362 15.2912
H: 7.0356 31.5398 15.8725
H: 6.3218 34.4055 16.6226
H: 7.7618 33.7509 15.7917
C: 10.7197 35.1779 16.7702
C: 10.0163 36.4915 16.5232
C: 9.5213 36.7317 15.0900
O: 8.1235 36.9530 15.2189
C: 7.7321 36.7983 16.5067
O: 6.6131 36.8875 16.8830
O: 8.7896 36.4869 17.2758
H: 10.0866 34.3884 16.3650
H: 10.8561 35.0046 17.8335
H: 11.6711 35.1662 16.2367
H: 10.5755 37.3648 16.8591
H: 9.6852 35.9210 14.3760
H: 9.9985 37.6098 14.6508
C: 12.6118 32.7303 25.8235
C: 13.1186 31.3457 26.1602
C: 13.7859 30.6028 24.9992
O: 15.1218 30.3475 25.4892
C: 15.2761 30.8408 26.7297
O: 16.2720 30.7731 27.3684
O: 14.1232 31.4111 27.1608
H: 13.3570 33.3368 25.2995
H: 12.4493 33.2585 26.7695
H: 11.6789 32.7244 25.2640
H: 12.2659 30.7816 26.5450
H: 13.9438 31.2347 24.1316
H: 13.2994 29.6722 24.7328
C: 6.2570 28.7286 26.8562
C: 6.7003 29.7892 25.8848
C: 8.1529 29.6643 25.4241
O: 8.1062 29.6420 24.0125
C: 6.8086 29.5669 23.5968
O: 6.4986 29.4595 22.4602
O: 5.9773 29.6015 24.6472
H: 5.1994 28.7648 27.1018
H: 6.8472 28.7835 27.7764
H: 6.4764 27.7371 26.4511
H: 6.4816 30.7963 26.2424
H: 8.5991 28.7304 25.7946
H: 8.8289 30.4172 25.8348
C: 12.6014 36.6138 25.7277
C: 11.9115 36.9003 24.4089
C: 12.2525 35.9128 23.2603
O: 11.0222 35.2704 22.9520
C: 10.0212 35.8503 23.6604
O: 8.8730 35.5939 23.5223
O: 10.5094 36.6917 24.5907
H: 12.1976 37.2557 26.5077
H: 13.6820 36.7251 25.6318
H: 12.4067 35.5810 26.0288
H: 12.2005 37.8889 24.0448
H: 12.9949 35.1851 23.5945
H: 12.6672 36.4335 22.3997
C: 9.8253 32.3035 22.3989
S: 11.5978 32.2015 22.1165
O: 11.9992 30.8914 22.7447
C: 11.5339 31.8550 20.3613
H: 9.6624 32.1362 23.4606
H: 9.3923 31.4657 21.8517
H: 9.4197 33.2525 22.0584
H: 10.9206 32.5958 19.8502
H: 11.1983 30.8227 20.2782
H: 12.5490 31.9276 19.9672

Calculated values
**HOMO-LUMO gap**: 9.219 eV
**E_LUMO**: 0.00 eV
**ΔE to the lowest compared entry with this formula, charge and spin**: 0.0000 eV
**Net charge**: 0